86
Properties=species:S:1:pos:R:3:mulliken_charge:R:1 method="wB97M-V/def2-TZVPD" orbital_gap_ev="6.13 / 5.81" e_above_lowest_kj_mol=22.53 multiplicity=2 total_charge=-2 homo_ev="-2.354 / -2.346"
Fe 0.1800 -0.3450 0.6998 0.408
Br -3.1276 4.0731 5.8278 -0.246
C -2.2580 2.6400 4.9259 -0.068
C -1.2759 1.9275 5.5878 -0.840
C -0.6455 0.8811 4.9308 -0.583
C -0.9910 0.5648 3.6258 -0.304
C -1.9737 1.3025 2.9739 0.247
C -2.6159 2.3403 3.6201 -0.746
N -0.3906 -0.4772 2.8778 0.516
C 0.0996 -1.5022 3.4575 -0.447
C 0.5569 -2.6423 2.6480 0.062
C 0.8518 -3.8505 3.2657 -0.933
C 1.1190 -4.9530 2.4701 -0.685
C 1.0728 -4.7992 1.0964 -1.069
C 0.7886 -3.5452 0.5642 -0.368
N 0.5521 -2.4820 1.3171 0.780
H -0.9880 2.1976 6.5943 0.374
H 0.1565 0.3561 5.4331 0.405
H -2.2092 1.0377 1.9513 0.341
H -3.3734 2.9203 3.1106 0.486
H 0.0913 -1.6337 4.5440 0.367
H 0.8478 -3.9163 4.3454 0.488
H 1.3343 -5.9163 2.9149 0.393
H 1.2489 -5.6324 0.4310 0.467
H 0.7463 -3.3877 -0.5030 0.467
Br -1.2769 6.3293 -1.9528 -0.222
C -0.8254 5.0659 -0.6206 0.380
C -0.4446 5.5191 0.6700 0.223
Br -0.4157 7.3759 1.0344 -0.223
C -0.1180 4.6228 1.6500 0.136
Br 0.3052 5.1309 3.4077 -0.150
C -0.1115 3.1975 1.4136 -0.377
O 0.1495 2.3828 2.2991 -0.545
C -0.5068 2.7173 0.0494 -0.675
O -0.5543 1.5009 -0.2580 0.572
C -0.8745 3.7233 -0.9067 -0.236
Br -1.4098 3.0634 -2.5914 -0.043
C 2.8364 1.6358 -4.8075 -1.608
C 3.1084 1.5832 -3.3296 1.095
C 2.3911 2.3826 -2.4449 -0.547
C 2.5517 2.2406 -1.0776 -0.429
C 3.4159 1.2806 -0.5764 -0.778
C 4.1862 0.5264 -1.4439 -0.691
C 4.0359 0.6866 -2.8122 -0.305
S 3.3821 0.9267 1.1697 1.537
O 3.1904 2.2066 1.8163 -0.780
O 4.6300 0.2474 1.4791 -0.844
O 2.2348 0.0037 1.2860 -0.385
H 2.3821 2.5846 -5.0923 0.386
H 2.1409 0.8395 -5.0827 0.227
H 3.7497 1.4980 -5.3883 0.413
H 1.6735 3.0980 -2.8306 0.433
H 2.0079 2.8624 -0.3801 0.850
H 4.8754 -0.1997 -1.0339 0.441
H 4.6151 0.0722 -3.4935 0.291
C -1.3955 -0.9378 -4.8328 -0.977
C -1.9049 -0.2998 -3.6821 -0.726
C -1.1899 -0.2908 -2.5177 -0.208
C 0.0836 -0.9112 -2.4055 1.324
C 0.8178 -0.9059 -1.1642 0.754
C 2.0515 -1.5272 -1.2281 -0.037
C 2.5649 -2.1603 -2.3776 -1.160
C 1.8484 -2.1853 -3.5378 -0.939
C 0.5873 -1.5465 -3.5769 1.393
C -0.1736 -1.5411 -4.7756 -0.995
H -1.9718 -0.9494 -5.7508 0.349
H -2.8731 0.1881 -3.7227 0.473
H -1.5860 0.1918 -1.6408 0.286
H 2.6719 -1.5456 -0.3383 0.783
H 3.5430 -2.6280 -2.3323 0.362
H 2.2215 -2.6822 -4.4273 0.266
H 0.2439 -2.0279 -5.6511 0.317
C -4.0264 -1.0471 -0.4688 -2.007
C -2.9077 -1.7315 0.3540 0.942
O -1.7897 -1.0278 0.3607 0.384
C -3.4897 -1.9673 1.7839 0.244
F -2.6063 -2.4760 2.6537 -0.185
F -3.9259 -0.8149 2.3173 -0.294
F -4.5564 -2.8040 1.8039 -0.338
C -2.6911 -3.1564 -0.2669 0.071
F -3.8390 -3.7627 -0.6546 -0.362
F -1.9204 -3.0934 -1.3496 -0.173
F -2.1015 -4.0278 0.5787 -0.294
H -4.0760 -0.0121 -0.1369 0.347
H -5.0017 -1.5235 -0.3607 0.366
H -3.7293 -1.0591 -1.5158 0.374